DFT (wB97M-V/def2-TZVPD) results for a molecular structure, C26H15IMoN4O14S2.

XYZ file:
```
63
Properties=species:S:1:pos:R:3:forces:R:3
Mo -0.466 0.452 0.398 -0.4 0.5 0.8
O 0.389 1.910 1.218 1.3 1.6 1.0
S 0.668 2.885 0.038 0.8 0.6 -0.6
O 1.979 3.403 0.026 -0.2 0.3 0.1
O 0.350 1.930 -1.062 -0.2 0.0 0.0
C -0.551 4.139 0.290 0.3 -0.2 0.1
C -0.166 5.432 -0.012 0.1 -0.2 0.0
C -1.038 6.485 0.250 -0.3 0.0 0.1
C -2.269 6.240 0.834 0.3 0.1 -0.1
C -2.664 4.937 1.126 -0.1 -0.3 0.1
C -1.809 3.882 0.865 -0.2 -0.2 0.0
S -2.503 2.249 0.993 -0.7 0.4 0.1
O -3.909 2.310 1.042 0.0 0.2 0.0
O -1.861 1.330 1.971 0.3 -0.4 -0.2
O -1.921 1.617 -0.282 -0.6 -0.2 -0.4
H 0.813 5.608 -0.439 0.0 0.1 0.0
H -0.749 7.496 -0.001 0.0 0.0 0.0
H -2.936 7.061 1.058 0.0 0.0 0.0
H -3.647 4.732 1.530 0.0 0.0 0.0
I -6.647 -4.748 -0.035 0.2 0.1 -0.1
C -4.992 -3.651 -0.673 -0.2 -0.2 0.2
C -4.635 -2.502 0.032 -0.1 0.0 0.1
C -3.493 -1.814 -0.314 0.2 0.0 -0.1
C -2.696 -2.260 -1.377 0.0 0.4 0.4
C -3.095 -3.378 -2.117 0.2 0.1 -0.1
C -4.233 -4.074 -1.762 0.0 0.0 0.0
C -1.425 -1.628 -1.750 -0.7 -1.7 -1.6
O -0.732 -1.845 -2.682 0.1 0.5 0.4
O -0.978 -0.681 -0.777 -0.5 -0.5 -1.1
H -5.257 -2.150 0.844 0.0 0.0 0.0
H -3.248 -0.913 0.233 0.0 0.0 0.1
H -2.493 -3.693 -2.959 0.0 -0.1 0.0
H -4.528 -4.949 -2.323 0.0 0.0 0.0
N 5.598 0.199 2.474 -0.1 0.0 0.0
C 4.810 0.084 1.648 0.1 0.0 0.2
C 3.846 -0.061 0.600 0.0 0.0 -0.3
C 4.247 -0.237 -0.727 -0.2 0.0 0.0
C 3.270 -0.404 -1.695 0.0 0.0 0.1
C 1.941 -0.351 -1.334 -0.1 -0.1 -0.2
N 1.557 -0.134 -0.060 0.4 0.0 -0.1
C 2.496 -0.009 0.893 -0.1 -0.1 0.2
H 5.298 -0.250 -0.982 0.0 0.0 0.0
H 3.530 -0.567 -2.731 0.0 0.0 0.0
H 1.163 -0.487 -2.073 0.0 0.1 0.0
H 2.163 0.133 1.912 0.0 0.1 0.0
O -0.003 -2.777 0.776 -0.1 0.2 0.4
C -0.614 -2.180 1.606 0.2 -1.8 -0.8
O -0.411 -0.783 1.667 -0.1 0.2 1.2
C -1.674 -2.691 2.475 -0.2 0.4 0.5
C -2.058 -4.026 2.353 0.2 -0.2 -0.2
C -3.144 -4.468 3.076 0.0 0.2 0.0
C -3.864 -3.633 3.915 -0.1 0.0 0.1
C -3.458 -2.315 4.017 0.1 -0.2 -0.1
C -2.373 -1.831 3.319 0.0 0.2 0.0
N -4.231 -1.374 4.860 0.0 0.1 0.0
O -4.002 -0.191 4.688 -0.1 -0.2 0.1
O -5.026 -1.854 5.630 0.1 0.1 -0.1
N -3.600 -5.872 2.904 0.0 0.0 0.0
O -2.917 -6.574 2.191 -0.1 0.0 0.1
O -4.616 -6.182 3.479 0.2 0.0 -0.1
H -1.531 -4.703 1.693 0.0 0.0 0.0
H -4.727 -3.998 4.456 0.0 0.0 0.0
H -2.102 -0.790 3.428 0.0 0.0 0.0
```
Forces are in eV/Å.

net charge	+2
energy	-3433.6525	Eh
HOMO energy	-13.95	eV
energy relative to the best compared isomer or geometry (same formula, charge and spin)	1.987	eV

DFT (wB97M-V/def2-TZVPD) results for a molecular structure, C26H16AuIN3O2.

XYZ file:
```
49
Properties=species:S:1:pos:R:3:forces:R:3
Au 0.030 -0.187 0.377 -1.4 -0.7 -1.6
O -4.000 0.341 -5.344 -2.2 1.0 -0.6
C -3.000 -0.304 -5.443 1.9 0.5 2.9
O -2.397 -1.052 -6.153 0.6 -1.4 -2.0
C -2.086 -0.087 -4.006 -1.1 -0.2 -1.8
C -0.909 -0.780 -3.859 0.7 0.3 1.5
C -0.243 -0.651 -2.634 -0.1 -0.4 -1.5
N -0.727 0.126 -1.672 0.9 0.1 1.6
C -1.878 0.770 -1.811 -1.1 0.4 -1.0
C -2.608 0.695 -3.005 1.0 0.0 1.3
C -2.399 1.449 -0.619 -0.1 0.2 -0.4
C -3.295 2.511 -0.685 0.1 -0.2 0.3
C -3.804 3.026 0.496 0.1 -0.2 0.0
C -3.398 2.479 1.706 0.0 -0.2 -0.2
C -2.478 1.444 1.682 -0.2 0.2 0.8
N -1.999 0.947 0.555 1.2 -0.4 0.2
C 0.940 -1.451 -2.298 -0.1 0.2 -0.4
C 1.825 -1.933 -3.256 0.0 -0.1 0.3
C 2.862 -2.758 -2.849 -0.1 0.1 0.1
C 2.995 -3.067 -1.502 -0.2 0.1 0.0
C 2.087 -2.519 -0.611 0.6 -0.5 0.4
N 1.093 -1.739 -1.000 -0.2 0.8 0.9
H -0.566 -1.437 -4.642 0.0 -0.1 -0.2
H -3.567 1.170 -3.132 -0.2 0.0 -0.1
H -3.572 2.932 -1.638 0.0 -0.1 -0.1
H -4.513 3.839 0.472 0.0 0.1 0.0
H -3.778 2.844 2.647 0.0 0.0 0.1
H -2.113 0.983 2.588 0.0 0.1 0.1
H 1.713 -1.654 -4.291 -0.1 0.0 -0.1
H 3.553 -3.157 -3.574 0.1 0.0 -0.1
H 3.781 -3.713 -1.145 0.0 0.0 0.0
H 2.142 -2.710 0.452 0.1 -0.1 0.1
I 2.080 1.637 1.283 -0.3 -0.7 0.6
C 2.000 0.501 3.109 0.4 0.6 -0.2
C 2.839 0.887 4.120 -0.2 0.1 -0.5
C 2.833 0.184 5.332 -0.2 -0.3 0.2
C 1.990 -0.879 5.498 0.2 0.2 0.1
C 1.121 -1.292 4.471 -0.1 0.1 -0.4
C 0.258 -2.392 4.651 -0.2 -0.1 -0.2
C -0.585 -2.793 3.653 0.2 0.0 0.4
C -0.595 -2.102 2.433 0.0 0.4 -0.7
C 0.229 -1.031 2.226 -0.1 0.0 -0.3
C 1.112 -0.587 3.226 0.3 0.3 0.1
H 3.508 1.724 4.000 0.1 0.1 -0.1
H 3.496 0.493 6.125 0.0 0.0 0.1
H 1.970 -1.432 6.422 0.0 -0.1 0.2
H 0.280 -2.910 5.597 0.0 -0.1 0.1
H -1.247 -3.634 3.782 -0.1 -0.1 0.1
H -1.264 -2.425 1.650 -0.1 -0.1 -0.1
```
Forces are in eV/Å.

net charge	+1
energy	-1748.2248	Eh
HOMO energy	-9.85	eV
energy relative to the best compared isomer or geometry (same formula, charge and spin)	0.000	eV

DFT (wB97M-V/def2-TZVPD) results for 3 unconnected molecules or ions with the total composition C26H16ClF2IN3O8P.

XYZ file:
```
58
Properties=species:S:1:pos:R:3:forces:R:3
N 0.174 -2.719 1.794 0.0 -0.1 0.3
C -0.114 -2.674 0.687 -0.7 0.7 -2.5
C -0.485 -2.428 -0.821 -0.3 -0.2 2.4
I -1.043 -4.391 -1.562 0.3 0.2 -0.1
C -1.777 -1.536 -0.807 0.0 0.2 -1.0
C -3.076 -2.192 -0.230 -1.8 0.1 -0.3
O -3.148 -2.998 0.665 0.9 0.4 -0.6
C -4.426 -1.674 -0.864 -0.6 1.8 -0.7
C -4.592 -0.195 -0.867 -1.6 -1.3 -1.1
C -5.775 0.424 -1.465 0.3 -2.6 0.1
C -6.807 -0.446 -2.077 2.1 -0.9 1.2
C -6.648 -1.918 -2.038 1.4 2.0 0.6
C -5.451 -2.540 -1.435 -0.5 2.3 -0.1
C 0.814 -1.760 -1.472 -0.4 -1.1 3.1
C 2.016 -2.392 -0.660 -1.1 0.9 -2.2
N 2.985 -2.922 -0.345 0.0 0.1 0.3
N 0.954 -1.852 -2.931 3.3 0.6 0.6
C 1.630 -3.037 -3.459 -0.7 -2.6 -1.9
O 1.008 -3.768 -4.158 0.3 0.5 0.5
F 2.961 -3.332 -3.328 -1.4 1.6 0.9
C 1.745 -0.732 -3.513 0.6 1.8 -0.7
O 1.296 0.039 -4.288 -0.2 -0.7 0.4
F 3.107 -0.594 -3.245 -1.8 -1.3 0.3
P 1.012 0.128 -1.038 1.2 1.3 0.8
O 0.760 0.309 0.624 -0.5 -0.5 -2.0
Cl -0.484 1.297 -1.930 -0.3 -0.6 0.4
H -1.593 -0.586 -0.236 -0.1 -0.9 -0.4
H -2.005 -1.236 -1.874 0.3 -0.3 1.1
H -3.805 0.456 -0.406 -0.8 -0.7 -0.5
H -5.865 1.535 -1.441 -0.1 -1.1 -0.1
H -7.696 0.027 -2.561 0.9 -0.6 0.5
H -7.461 -2.508 -2.517 0.9 0.3 0.6
H -5.340 -3.647 -1.419 0.0 1.1 0.0
H 0.777 1.267 0.831 0.2 -0.5 -0.1
C 4.665 4.874 -0.883 0.0 -0.1 0.2
C 4.253 3.721 -0.359 0.0 0.2 0.1
C 3.719 2.638 -1.213 0.0 -0.1 0.1
O 3.340 1.584 -0.735 0.4 0.4 0.1
C 3.661 2.882 -2.672 0.0 0.0 -0.2
C 4.072 4.035 -3.196 -0.1 -0.2 0.0
C 4.607 5.120 -2.342 0.1 0.2 -0.1
O 4.985 6.170 -2.819 -0.1 -0.1 0.1
H 5.058 5.678 -0.273 0.0 0.0 0.0
H 4.289 3.524 0.706 0.0 0.0 0.0
H 3.267 2.078 -3.281 0.0 0.0 0.0
H 4.036 4.232 -4.261 0.0 0.0 0.0
C 0.720 0.447 7.200 0.1 0.2 0.0
C 0.935 1.439 6.337 0.0 0.0 0.2
C 0.764 1.238 4.881 0.0 0.1 -0.2
O 0.961 2.143 4.091 0.0 -0.1 0.0
C 0.345 -0.104 4.420 -0.1 -0.1 0.0
C 0.131 -1.096 5.282 0.0 0.0 -0.2
C 0.301 -0.897 6.739 0.0 -0.2 0.1
O 0.104 -1.799 7.527 0.0 0.1 -0.1
H 0.841 0.575 8.268 0.0 0.0 0.0
H 1.241 2.427 6.657 0.0 0.0 0.0
H 0.226 -0.231 3.351 0.0 0.0 0.0
H -0.175 -2.084 4.960 0.0 0.0 0.0
```
Forces are in eV/Å.

energy	-3065.3429	Eh
HOMO energy	-9.58	eV
SMILES	N#C[C@@](I)(CC(=O)c1ccccc1)[C@@](C#N)(N(C(=O)F)C(=O)F)P(O)Cl.O=C1C=CC(=O)C=C1.O=C1C=CC(=O)C=C1

> Which formula does entry 1 have?

C26H15IMoN4O14S2

> Among the records above, which one has the highest HOMO energy?

C26H16ClF2IN3O8P

Copy entry 2 word for word.
DFT (wB97M-V/def2-TZVPD) results for a molecular structure, C26H16AuIN3O2.

XYZ file:
```
49
Properties=species:S:1:pos:R:3:forces:R:3
Au 0.030 -0.187 0.377 -1.4 -0.7 -1.6
O -4.000 0.341 -5.344 -2.2 1.0 -0.6
C -3.000 -0.304 -5.443 1.9 0.5 2.9
O -2.397 -1.052 -6.153 0.6 -1.4 -2.0
C -2.086 -0.087 -4.006 -1.1 -0.2 -1.8
C -0.909 -0.780 -3.859 0.7 0.3 1.5
C -0.243 -0.651 -2.634 -0.1 -0.4 -1.5
N -0.727 0.126 -1.672 0.9 0.1 1.6
C -1.878 0.770 -1.811 -1.1 0.4 -1.0
C -2.608 0.695 -3.005 1.0 0.0 1.3
C -2.399 1.449 -0.619 -0.1 0.2 -0.4
C -3.295 2.511 -0.685 0.1 -0.2 0.3
C -3.804 3.026 0.496 0.1 -0.2 0.0
C -3.398 2.479 1.706 0.0 -0.2 -0.2
C -2.478 1.444 1.682 -0.2 0.2 0.8
N -1.999 0.947 0.555 1.2 -0.4 0.2
C 0.940 -1.451 -2.298 -0.1 0.2 -0.4
C 1.825 -1.933 -3.256 0.0 -0.1 0.3
C 2.862 -2.758 -2.849 -0.1 0.1 0.1
C 2.995 -3.067 -1.502 -0.2 0.1 0.0
C 2.087 -2.519 -0.611 0.6 -0.5 0.4
N 1.093 -1.739 -1.000 -0.2 0.8 0.9
H -0.566 -1.437 -4.642 0.0 -0.1 -0.2
H -3.567 1.170 -3.132 -0.2 0.0 -0.1
H -3.572 2.932 -1.638 0.0 -0.1 -0.1
H -4.513 3.839 0.472 0.0 0.1 0.0
H -3.778 2.844 2.647 0.0 0.0 0.1
H -2.113 0.983 2.588 0.0 0.1 0.1
H 1.713 -1.654 -4.291 -0.1 0.0 -0.1
H 3.553 -3.157 -3.574 0.1 0.0 -0.1
H 3.781 -3.713 -1.145 0.0 0.0 0.0
H 2.142 -2.710 0.452 0.1 -0.1 0.1
I 2.080 1.637 1.283 -0.3 -0.7 0.6
C 2.000 0.501 3.109 0.4 0.6 -0.2
C 2.839 0.887 4.120 -0.2 0.1 -0.5
C 2.833 0.184 5.332 -0.2 -0.3 0.2
C 1.990 -0.879 5.498 0.2 0.2 0.1
C 1.121 -1.292 4.471 -0.1 0.1 -0.4
C 0.258 -2.392 4.651 -0.2 -0.1 -0.2
C -0.585 -2.793 3.653 0.2 0.0 0.4
C -0.595 -2.102 2.433 0.0 0.4 -0.7
C 0.229 -1.031 2.226 -0.1 0.0 -0.3
C 1.112 -0.587 3.226 0.3 0.3 0.1
H 3.508 1.724 4.000 0.1 0.1 -0.1
H 3.496 0.493 6.125 0.0 0.0 0.1
H 1.970 -1.432 6.422 0.0 -0.1 0.2
H 0.280 -2.910 5.597 0.0 -0.1 0.1
H -1.247 -3.634 3.782 -0.1 -0.1 0.1
H -1.264 -2.425 1.650 -0.1 -0.1 -0.1
```
Forces are in eV/Å.

net charge	+1
energy	-1748.2248	Eh
HOMO energy	-9.85	eV
energy relative to the best compared isomer or geometry (same formula, charge and spin)	0.000	eV

> The highest energy belongs to which entry?

C26H16AuIN3O2